[1]
C4H12N4 as an isolated structure. Source: the OMol25 dataset; level of theory: ωB97M-V/def2-TZVPD.

Each line ends with the Löwdin charge.
CARTESIAN COORDINATES (ANGSTROEM)
C -1.603 -1.310 -0.586  -0.0718
C -0.135 0.669 0.290  -0.5722
N -0.670 1.407 -0.831  0.0752
N -0.063 1.389 1.548  0.0711
C -0.736 -0.685 0.476  -0.2158
H -0.175 1.199 -1.697  0.0622
H -0.687 2.414 -0.717  0.0700
H 0.543 2.198 1.446  0.0753
H -0.981 1.714 1.830  0.0788
H -1.132 -0.827 1.481  0.1257
H -2.583 -0.828 -0.590  0.0836
H -1.744 -2.368 -0.371  0.0775
H -1.134 -1.185 -1.559  0.0784
N 0.743 -1.527 0.456  0.0877
C 1.435 0.193 -0.054  -0.3160
N 1.895 0.054 -1.253  -0.0157
H 0.908 -1.943 -0.456  0.0826
H 1.310 -1.785 1.261  0.0980
H 2.746 0.592 -1.409  0.0203
H 2.063 0.630 0.735  0.1052

Results
Energy relative to the best compared isomer or geometry (same formula, charge and spin) = 280.5 kJ/mol
Calculated total energy = -378.53142 a.u.
2S+1 = 1
Max |F| = 3.71 eV Å⁻¹

=====

[2]
A 2-piece molecular cluster, C4H12N4 overall. Source: the OMol25 dataset; level of theory: ωB97M-V/def2-TZVPD.

Each line ends with the Löwdin charge.
CARTESIAN COORDINATES (ANGSTROEM)
C 0.399 0.860 3.079  -0.1177
C 0.730 0.103 1.836  -0.2050
C 0.661 -1.214 1.705  -0.2432
N 0.980 -1.914 0.522  0.0118
H 0.159 0.199 3.913  0.0679
H 1.227 1.491 3.408  0.0669
H -0.467 1.508 2.915  0.0711
H 1.047 0.693 0.983  0.0938
H 0.244 -1.827 2.494  0.1093
H 1.451 -2.790 0.692  0.0703
H 1.533 -1.340 -0.103  0.0754
N -1.135 0.532 -0.881  0.1072
C -0.825 0.567 -2.115  -0.6347
N -0.310 -0.479 -2.870  0.1064
N -1.006 1.746 -2.843  0.0907
H -0.743 -0.314 -0.464  0.0053
H -0.396 -1.384 -2.437  0.0841
H -0.561 -0.472 -3.845  0.0793
H -1.482 1.631 -3.728  0.0775
H -1.507 2.403 -2.259  0.0838

Results
Energy relative to the best compared isomer or geometry (same formula, charge and spin) = 40.8 kJ/mol
Calculated total energy = -378.62273 a.u.
2S+1 = 1
SMILES = C/C=C/N.N=C(N)N
Max |F| = 0.87 eV Å⁻¹

=====

[3]
C4H12N4 as an isolated structure. Source: the OMol25 dataset; level of theory: ωB97M-V/def2-TZVPD.

Each line ends with the Löwdin charge.
CARTESIAN COORDINATES (ANGSTROEM)
C 2.892 -0.397 -0.374  -0.1552
C -2.285 1.447 1.762  -0.2316
N 1.543 -0.821 -0.679  -0.2260
N -2.227 0.636 0.576  -0.1301
C -0.593 -0.159 -0.006  -0.2956
N 1.422 -1.085 -2.016  -0.0068
N -1.139 -1.370 -0.297  0.0597
C 0.400 0.626 -0.020  0.0861
H -3.092 0.681 0.047  0.0529
H 0.529 -1.528 -2.212  0.0732
H 1.612 -0.284 -2.624  0.0919
H -0.560 -2.133 0.034  0.0942
H -2.108 -1.293 0.103  0.1008
H 0.796 1.566 0.305  0.0757
H 2.975 -0.255 0.702  0.0754
H 3.597 -1.182 -0.662  0.0759
H 3.168 0.526 -0.906  0.0739
H -1.826 2.432 1.604  0.0530
H -3.327 1.632 2.058  0.0690
H -1.777 0.962 2.604  0.0634

Results
Energy relative to the best compared isomer or geometry (same formula, charge and spin) = 637.4 kJ/mol
Calculated total energy = -378.39546 a.u.
2S+1 = 1
Max |F| = 7.04 eV Å⁻¹

=====

[4]
A 2-piece molecular cluster, C4H12N4 overall. Source: the OMol25 dataset; level of theory: ωB97M-V/def2-TZVPD.

Each line ends with the Löwdin charge.
CARTESIAN COORDINATES (ANGSTROEM)
C -1.130 -0.117 0.908  -0.0017
C 2.317 -0.219 1.100  -0.1461
C -1.523 1.272 1.284  -0.1295
N 1.062 0.065 0.448  -0.0809
N -0.514 0.065 -1.125  -0.0883
C 0.919 -0.236 -0.820  -0.5861
N -1.067 -0.763 -2.146  0.0396
N 1.746 -0.700 -1.694  0.1027
H -0.593 1.030 -1.439  0.1385
H -1.012 -1.723 -1.817  0.0889
H -2.048 -0.522 -2.254  0.0812
H 1.307 -0.773 -2.609  0.0093
H -1.908 -0.709 0.432  0.0710
H -0.630 -0.677 1.681  0.0727
H 2.677 -1.235 0.892  0.0683
H 3.105 0.476 0.780  0.0720
H 2.193 -0.103 2.181  0.0621
H -0.655 1.844 1.605  0.0753
H -2.019 1.804 0.471  0.0680
H -2.230 1.221 2.123  0.0830

Results
Energy relative to the best compared isomer or geometry (same formula, charge and spin) = 473.0 kJ/mol
Calculated total energy = -378.45811 a.u.
2S+1 = 1
Max |F| = 0.42 eV Å⁻¹

=====

[5]
One molecule with the formula C4H12N4. Source: the OMol25 dataset; level of theory: ωB97M-V/def2-TZVPD.

Each line ends with the Löwdin charge.
CARTESIAN COORDINATES (ANGSTROEM)
H 0.838 2.084 0.989  0.0501
N 0.432 1.587 1.777  0.1422
C 0.137 0.401 1.513  -0.4404
N -0.410 -0.497 2.572  0.0763
C 0.348 -0.469 0.328  -0.2763
C -0.740 -1.493 0.010  -0.0663
N 0.587 0.587 -0.828  -0.2730
C -0.618 1.135 -1.417  -0.1118
N 1.477 0.035 -1.779  0.0086
H -0.609 0.026 3.413  0.0695
H 0.048 -1.385 2.704  0.0703
H 1.331 -0.945 0.397  0.1400
H -0.658 -1.799 -1.031  0.0709
H -1.732 -1.076 0.173  0.0803
H -0.618 -2.381 0.626  0.0716
H -0.355 1.986 -2.052  0.0818
H -1.270 1.482 -0.617  0.0825
H -1.166 0.409 -2.041  0.0761
H 1.994 0.791 -2.219  0.0768
H 0.985 -0.479 -2.516  0.0708

Results
Energy relative to the best compared isomer or geometry (same formula, charge and spin) = 164.8 kJ/mol
Calculated total energy = -378.57547 a.u.
2S+1 = 1
SMILES = [H]/N=C(/N)[C@@H](C)N(C)N
Max |F| = 4.49 eV Å⁻¹

=====

[6]
A 2-piece molecular cluster, C4H12N4 overall. Source: the OMol25 dataset; level of theory: ωB97M-V/def2-TZVPD.

Each line ends with the Löwdin charge.
CARTESIAN COORDINATES (ANGSTROEM)
H 2.420 1.955 0.232  0.0400
N 1.607 1.734 -0.349  0.0913
C 0.769 0.988 0.316  -0.4834
C 1.007 0.676 1.779  -0.0495
N -0.533 0.926 -0.218  -0.1037
N -1.646 1.021 0.638  0.0196
H 1.958 0.140 1.857  0.0781
H 0.221 0.042 2.190  0.0620
H 1.074 1.607 2.349  0.0827
H -0.570 1.465 -1.087  0.1307
H -2.492 0.740 0.140  0.0832
H -1.791 1.982 0.951  0.0882
H -1.702 -1.526 0.323  0.0266
N -0.885 -2.145 0.357  0.0562
C 0.027 -1.798 -0.480  -0.3493
C -0.143 -1.560 -1.946  -0.1087
H 1.147 -1.749 -0.135  0.1250
H 0.518 -0.740 -2.238  0.0609
H -1.181 -1.315 -2.182  0.0724
H 0.195 -2.441 -2.495  0.0777

Results
Energy relative to the best compared isomer or geometry (same formula, charge and spin) = 296.4 kJ/mol
Calculated total energy = -378.52536 a.u.
2S+1 = 1
SMILES = [H]/N=C(\C)NN.[H]/N=C\C
Max |F| = 3.58 eV Å⁻¹

=====

[7]
A 2-piece molecular cluster, C4H12NO overall. Source: the OMol25 dataset; level of theory: ωB97M-V/def2-TZVPD.

Each line ends with the Löwdin charge.
CARTESIAN COORDINATES (ANGSTROEM)
C 1.050 -1.027 -1.559  -0.5125
O 0.282 -0.108 -0.817  -0.3821
C 1.571 -2.161 -0.709  -0.1561
H 1.910 -0.599 -2.025  0.0544
H 0.405 -1.455 -2.369  0.0734
H 1.919 -3.070 -1.232  0.0458
H 0.882 -2.427 0.077  0.0446
H 2.511 -1.757 -0.237  0.0648
C -0.288 2.112 0.871  -0.1551
C -1.602 1.342 0.782  -0.4140
N -1.420 0.008 1.355  -0.0651
H 0.488 1.572 0.317  0.0314
H -0.437 3.155 0.507  0.0574
H 0.035 2.153 1.947  0.0645
H -2.381 1.856 1.398  0.0838
H -1.980 1.327 -0.254  0.0863
H -2.295 -0.539 1.187  0.0546
H -0.651 -0.382 0.760  0.0239

Results
Energy relative to the best compared isomer or geometry (same formula, charge and spin) = 50.0 kJ/mol
Calculated total energy = -289.57004 a.u.
2S+1 = 1
Total charge = -1
Max |F| = 3.04 eV Å⁻¹